C38H61I2N7O6SSiTi as an isolated structure in a non-equilibrium geometry. Source: OMol25; level of theory: wB97M-V/def2-TZVPD.

Its net charge is 0. As for the expectation value of S²: 2.005. Its largest force on an atom is 0.023 hartree/bohr. As for the multiplicity: 3. The energy above the lowest of the compared OMol25 structures with the same formula, charge and spin is 0.0 kcal per mole.

Last column: Mulliken charge in e.
Positions of all 117 atoms, in Å:
Ti  -1.329  0.953  -1.391  2.53
I  -1.421  8.529  -3.053  0.05
C  -1.637  6.452  -3.008  -0.54
C  -2.897  5.883  -3.108  -0.26
C  -3.024  4.507  -3.060  -0.08
I  -4.911  3.622  -3.167  0.01
C  -1.918  3.640  -2.907  -0.76
O  -2.051  2.357  -2.820  0.19
C  -0.645  4.264  -2.821  0.98
C  0.557  3.378  -2.660  -1.53
N  0.453  2.546  -1.451  0.31
C  0.344  3.340  -0.225  -0.71
C  -1.092  3.616  0.109  1.16
C  -1.525  4.879  0.490  -0.84
C  -2.856  5.071  0.808  -0.84
C  -3.723  3.989  0.741  -1.16
C  -3.217  2.768  0.343  -0.30
N  -1.929  2.570  0.018  1.04
C  -0.519  5.639  -2.872  -0.58
H  -3.775  6.506  -3.217  0.40
H  1.453  4.009  -2.616  0.42
H  0.665  2.708  -3.517  0.39
H  1.264  1.939  -1.372  0.05
H  0.907  4.278  -0.281  0.56
H  0.777  2.759  0.587  -0.49
H  -0.819  5.698  0.509  0.58
H  -3.215  6.052  1.092  0.44
H  -4.774  4.084  0.974  0.54
H  -3.866  1.907  0.275  -0.09
H  0.465  6.086  -2.793  0.43
C  -3.215  -1.819  -0.791  -1.03
C  -4.079  -0.582  -1.043  -0.60
N  -3.467  0.253  -2.079  0.12
C  -3.442  -0.362  -3.418  -0.88
C  -2.110  -0.248  -4.190  -1.19
N  -0.881  -0.242  -3.385  -0.12
C  -0.305  -1.541  -3.056  -0.42
C  -1.211  -2.327  -2.114  -0.78
N  -1.801  -1.519  -1.034  0.71
H  -3.382  -2.170  0.226  0.28
H  -3.533  -2.633  -1.448  0.70
H  -5.106  -0.880  -1.291  0.37
H  -4.108  0.003  -0.127  0.08
H  -3.964  1.136  -2.140  -0.06
H  -3.736  -1.409  -3.329  0.37
H  -4.200  0.114  -4.045  0.52
H  -2.085  -1.069  -4.920  0.43
H  -2.127  0.687  -4.744  0.54
H  -0.194  0.310  -3.881  0.33
H  -0.151  -2.153  -3.956  0.43
H  0.666  -1.367  -2.595  -0.33
H  -2.030  -2.743  -2.705  0.58
H  -0.650  -3.175  -1.714  0.39
H  -1.258  -1.619  -0.182  -0.85
C  0.439  -2.569  2.988  -1.13
C  0.562  -3.646  1.920  1.89
C  1.631  -4.662  2.304  -1.83
C  -0.785  -4.330  1.724  -1.70
O  0.905  -3.088  0.644  0.89
Si  1.843  -1.797  0.220  -2.68
S  0.809  0.000  0.129  0.30
O  2.421  -2.168  -1.277  -0.11
C  3.086  -3.328  -1.794  1.73
C  4.079  -3.924  -0.801  -1.39
C  2.046  -4.385  -2.154  -1.28
C  3.815  -2.854  -3.045  -1.78
O  3.076  -1.813  1.314  0.50
C  4.114  -0.872  1.605  2.06
C  3.580  0.150  2.600  -1.65
C  5.244  -1.681  2.231  -1.92
C  4.597  -0.157  0.346  -1.10
H  0.075  -3.008  3.919  0.71
H  -0.266  -1.804  2.665  0.00
H  1.404  -2.098  3.175  -0.02
H  1.386  -5.139  3.256  0.51
H  2.594  -4.159  2.403  0.13
H  1.711  -5.436  1.539  0.31
H  -1.099  -4.839  2.637  0.41
H  -0.720  -5.064  0.917  0.34
H  -1.543  -3.589  1.459  0.15
H  3.573  -4.266  0.101  0.14
H  4.831  -3.193  -0.514  0.14
H  4.584  -4.776  -1.261  0.64
H  1.481  -4.665  -1.265  0.01
H  2.533  -5.276  -2.555  0.54
H  1.358  -4.004  -2.910  0.20
H  4.556  -2.097  -2.782  0.35
H  3.103  -2.411  -3.744  0.28
H  4.321  -3.685  -3.539  0.40
H  3.174  -0.353  3.480  0.35
H  2.797  0.743  2.128  0.21
H  4.379  0.825  2.920  0.52
H  4.890  -2.177  3.137  0.33
H  6.084  -1.035  2.492  0.41
H  5.594  -2.445  1.536  0.36
H  3.772  0.381  -0.128  -0.08
H  5.008  -0.863  -0.375  0.25
H  5.375  0.563  0.606  0.55
O  2.149  3.176  2.735  -0.45
C  1.616  2.592  3.910  -0.73
N  0.535  1.744  3.485  0.63
C  -0.453  1.434  4.360  0.15
O  -0.442  1.822  5.518  -0.74
C  -1.523  0.517  3.858  0.45
C  -2.261  -0.219  4.771  -0.59
C  -3.233  -1.082  4.298  -0.93
C  -3.431  -1.166  2.928  -0.33
N  -2.740  -0.459  2.036  0.41
C  -1.819  0.379  2.508  -0.27
H  2.950  3.651  2.971  0.28
H  1.211  3.343  4.590  0.49
H  2.382  2.015  4.441  0.30
H  0.642  1.242  2.608  -0.59
H  -2.050  -0.114  5.827  0.50
H  -3.831  -1.681  4.971  0.46
H  -4.185  -1.839  2.529  0.43
H  -1.302  0.961  1.760  0.16